[1]
The following is a DFT calculation (ωB97M-V with the def2-TZVPD basis set) of a molecular structure, C48H42AsO2P2S5Tc.

Each line ends with the Mulliken spin population.
Atoms and positions in Å:
1 Tc -1.164 -0.025 -0.843  1.82
2 S -2.522 1.682 0.536  0.13
3 P -0.828 1.654 1.633  0.05
4 C 0.272 1.181 0.351  0.56
5 P 0.729 2.381 -0.855  -0.03
6 S -0.478 1.849 -2.393  0.05
7 C 0.573 4.139 -0.540  0.03
8 C -0.645 4.772 -0.787  0.01
9 C -0.771 6.129 -0.530  0.00
10 C 0.309 6.845 -0.030  0.00
11 C 1.524 6.216 0.209  0.00
12 C 1.661 4.860 -0.044  0.00
13 C 2.464 2.089 -1.244  -0.02
14 C 3.016 2.671 -2.386  0.00
15 C 4.337 2.416 -2.716  0.00
16 C 5.108 1.586 -1.908  0.00
17 C 4.564 1.018 -0.764  0.02
18 C 3.239 1.270 -0.427  0.09
19 C -0.559 0.464 2.969  -0.10
20 C -1.111 0.703 4.226  0.00
21 C -0.809 -0.135 5.287  0.00
22 C 0.061 -1.202 5.103  0.00
23 C 0.629 -1.436 3.858  0.01
24 C 0.318 -0.607 2.789  0.07
25 C -0.617 3.215 2.518  0.01
26 C 0.605 3.475 3.138  0.01
27 C 0.762 4.620 3.902  0.01
28 C -0.303 5.499 4.057  0.00
29 C -1.520 5.240 3.442  0.00
30 C -1.679 4.100 2.665  0.00
31 H -1.474 4.205 -1.188  0.00
32 H -1.713 6.626 -0.723  0.00
33 H 0.205 7.906 0.170  0.00
34 H 2.367 6.781 0.587  0.00
35 H 2.609 4.363 0.127  0.00
36 H 2.404 3.306 -3.019  0.00
37 H 4.769 2.866 -3.601  0.00
38 H 6.139 1.384 -2.171  0.00
39 H 5.171 0.380 -0.132  0.00
40 H 2.806 0.841 0.470  -0.01
41 H -1.771 1.549 4.377  0.00
42 H -1.241 0.050 6.262  0.00
43 H 0.301 -1.854 5.936  0.00
44 H 1.303 -2.271 3.712  0.00
45 H 0.751 -0.795 1.815  0.01
46 H 1.426 2.770 3.037  0.00
47 H 1.711 4.823 4.385  0.00
48 H -0.183 6.390 4.662  0.00
49 H -2.348 5.927 3.566  0.00
50 H -2.626 3.895 2.179  0.00
51 O -2.911 -0.532 -3.319  0.06
52 C -2.394 -0.435 -2.322  -0.02
53 O -1.765 -1.263 0.532  0.28
54 C -2.568 -2.412 0.877  -0.03
55 C -3.617 -2.101 1.948  0.01
56 C -4.625 -2.943 2.324  0.00
57 C -5.413 -2.436 3.392  0.00
58 C -4.987 -1.212 3.805  0.00
59 S -3.641 -0.678 2.900  0.00
60 C -3.362 -2.964 -0.315  -0.01
61 C -3.171 -4.057 -1.103  0.00
62 C -4.164 -4.199 -2.121  0.00
63 C -5.108 -3.226 -2.063  0.00
64 S -4.837 -2.167 -0.748  0.00
65 C -1.628 -3.452 1.483  0.02
66 C -1.665 -4.005 2.725  0.00
67 C -0.584 -4.902 2.981  0.00
68 C 0.272 -5.001 1.934  0.00
69 S -0.234 -4.007 0.632  0.00
70 H -4.795 -3.903 1.852  0.00
71 H -6.258 -2.959 3.822  0.00
72 H -5.400 -0.578 4.578  0.00
73 H -2.372 -4.770 -0.959  0.00
74 H -4.171 -5.002 -2.846  0.00
75 H -5.979 -3.095 -2.690  0.00
76 H -2.442 -3.789 3.446  0.00
77 H -0.459 -5.444 3.910  0.00
78 H 1.162 -5.609 1.839  0.00
79 C -0.025 -3.067 -2.893  0.01
80 As 0.564 -1.433 -2.043  -0.03
81 C 2.157 -2.047 -1.125  -0.01
82 C 1.387 -0.529 -3.583  0.00
83 C 2.274 -1.403 -4.418  0.00
84 C 3.631 -1.523 -4.127  0.00
85 C 4.466 -2.281 -4.935  0.00
86 C 3.955 -2.930 -6.051  0.00
87 C 2.603 -2.822 -6.349  0.00
88 C 1.770 -2.063 -5.539  0.00
89 H 0.805 -3.482 -3.460  0.00
90 H -0.853 -2.848 -3.565  0.00
91 H -0.355 -3.779 -2.147  0.00
92 H 2.812 -2.472 -1.882  0.00
93 H 1.904 -2.803 -0.395  0.00
94 H 2.656 -1.215 -0.635  0.01
95 H 1.946 0.314 -3.183  0.01
96 H 0.565 -0.129 -4.167  0.00
97 H 4.041 -1.003 -3.266  0.00
98 H 5.521 -2.358 -4.700  0.00
99 H 4.609 -3.507 -6.694  0.00
100 H 2.194 -3.321 -7.220  0.00
101 H 0.716 -1.975 -5.781  0.00

Calculated values
energy above the lowest of the compared OMol25 structures with the same formula, charge and spin	16.3	kcal/mol
spin multiplicity	4
total charge	+1
<S²>	3.77


[2]
The following is a DFT calculation (ωB97M-V with the def2-TZVPD basis set) of a molecular structure, C48H43AsBIN4O5Sn.

Each line ends with the Mulliken charge.
Atoms and positions in Å:
1 Sn 0.354 1.799 -0.717  0.66
2 C 3.784 0.813 -2.501  -1.05
3 C 2.912 0.095 -3.485  0.82
4 N 3.483 -0.606 -4.450  -0.60
5 C 2.720 -1.249 -5.334  -1.16
6 C 1.340 -1.215 -5.311  0.51
7 C 0.515 -1.963 -6.318  -0.64
8 O -0.857 -1.883 -5.892  -0.44
9 C 0.726 -0.496 -4.286  0.06
10 C -0.740 -0.405 -4.197  0.03
11 N -1.438 -0.914 -3.220  0.89
12 C -2.885 -0.762 -3.245  -0.23
13 C -3.643 -1.857 -3.629  -0.17
14 C -5.025 -1.767 -3.651  -0.99
15 C -5.646 -0.584 -3.278  -0.74
16 C -4.892 0.513 -2.890  -0.55
17 C -3.505 0.423 -2.873  0.03
18 I -2.472 2.153 -2.347  0.33
19 C 1.513 0.165 -3.352  0.14
20 O 0.983 0.896 -2.372  -0.48
21 H 4.826 0.668 -2.772  0.41
22 H 3.628 0.431 -1.488  0.17
23 H 3.562 1.882 -2.484  0.27
24 H 3.243 -1.818 -6.094  0.46
25 H 0.814 -3.011 -6.361  0.34
26 H 0.620 -1.532 -7.314  0.41
27 H -1.429 -1.782 -6.661  0.31
28 H -1.285 0.232 -4.886  0.50
29 H -3.146 -2.777 -3.908  0.49
30 H -5.614 -2.620 -3.955  0.46
31 H -6.725 -0.508 -3.291  0.44
32 H -5.382 1.434 -2.608  0.48
33 N -2.178 -2.254 4.688  -0.35
34 C -1.196 -2.588 3.827  -0.07
35 O -0.504 -3.578 3.925  -0.51
36 C -0.971 -1.650 2.659  1.02
37 C -1.994 -0.956 2.027  -1.12
38 C -1.693 -0.153 0.944  -0.80
39 N -0.443 -0.028 0.482  1.15
40 C 0.547 -0.709 1.088  -0.91
41 C 0.323 -1.535 2.167  -0.40
42 H -2.333 -2.853 5.484  0.29
43 H -2.650 -1.368 4.653  0.17
44 H -3.021 -1.031 2.360  0.60
45 H -2.458 0.426 0.441  0.43
46 H 1.551 -0.572 0.696  0.54
47 H 1.131 -2.091 2.623  0.47
48 C -3.115 6.627 4.663  -0.51
49 C -3.692 6.448 3.414  -0.68
50 C -3.105 5.588 2.497  -0.41
51 C -1.927 4.925 2.824  0.50
52 C -1.347 5.104 4.075  -0.14
53 C -1.948 5.954 4.994  -0.77
54 As -1.156 3.762 1.486  0.29
55 C -0.010 4.960 0.475  0.42
56 C -0.401 5.905 -0.463  -0.75
57 C 0.569 6.633 -1.140  -0.70
58 C 1.918 6.398 -0.892  -0.88
59 C 2.311 5.448 0.038  -0.73
60 C 1.346 4.727 0.736  0.67
61 C 1.611 3.680 1.746  0.55
62 C 2.868 3.236 2.153  -0.47
63 C 2.970 2.239 3.112  -0.95
64 C 1.828 1.666 3.666  -0.77
65 C 0.571 2.084 3.252  -0.38
66 C 0.464 3.094 2.302  -0.11
67 H -3.576 7.293 5.380  0.39
68 H -4.602 6.973 3.156  0.40
69 H -3.574 5.443 1.529  0.36
70 H -0.423 4.603 4.333  0.36
71 H -1.496 6.097 5.966  0.41
72 H -1.451 6.098 -0.653  0.46
73 H 0.275 7.388 -1.856  0.44
74 H 2.667 6.969 -1.425  0.44
75 H 3.365 5.285 0.223  0.45
76 H 3.767 3.673 1.739  0.48
77 H 3.947 1.912 3.441  0.46
78 H 1.923 0.902 4.426  0.53
79 H -0.318 1.636 3.683  0.64
80 C 2.165 -5.165 2.919  -1.54
81 C 2.375 -5.263 1.403  1.98
82 C 3.745 -4.672 1.066  -1.99
83 C 2.355 -6.738 0.977  -1.74
84 C 1.246 -4.536 0.670  0.26
85 C -0.085 -4.797 1.024  -0.28
86 C -1.172 -4.197 0.398  -2.03
87 C -0.872 -3.308 -0.605  0.67
88 O -1.739 -2.524 -1.374  -0.58
89 B -0.889 -1.859 -2.210  1.77
90 O 0.433 -2.131 -2.032  -0.80
91 C 0.427 -3.059 -0.983  -0.45
92 C 1.511 -3.647 -0.376  -0.25
93 H 3.008 -5.626 3.436  0.52
94 H 1.263 -5.678 3.250  0.40
95 H 2.100 -4.125 3.245  0.21
96 H 4.509 -5.170 1.662  0.44
97 H 3.794 -3.604 1.291  0.40
98 H 4.011 -4.819 0.018  0.33
99 H 3.161 -7.281 1.473  0.47
100 H 2.491 -6.838 -0.101  0.38
101 H 1.412 -7.217 1.246  0.34
102 H -0.289 -5.486 1.830  0.51
103 H -2.188 -4.409 0.699  0.56
104 H 2.515 -3.416 -0.701  0.73

Calculated values
energy above the lowest of the compared OMol25 structures with the same formula, charge and spin	19.1	kcal/mol
total charge	+2